<1>
Below is the molecule C4H4FNO, with properties calculated with wB97M-V/def2-TZVPD.

Calculated values
SMILES	Oc1c[nH]c(F)c1
HOMO level	-7.910	eV
gap between HOMO and LUMO	8.80	eV

```
! RIJCOSX wB97M-V def2-TZVPD def2/J DEFGRID3
* xyz 0 1
C 0.6891 0.4005 -0.4744
C 0.8260 -0.8905 0.0196
C -1.1932 -0.1483 0.5915
C -0.6111 0.8548 -0.1349
H 1.3306 1.9804 -1.4459
H 1.7058 -1.5656 0.0249
H -0.5528 -2.0476 1.1681
H -1.0828 1.7928 -0.3651
N -0.3481 -1.1911 0.6920
O 1.6411 1.0546 -1.1977
F -2.4046 -0.2399 1.1219
*
```

---

<2>
Below is the molecule C4H4FNO, with properties calculated with wB97M-V/def2-TZVPD.

Calculated values
SMILES	Cc1cnoc1F
HOMO level	-9.622	eV
gap between HOMO and LUMO	10.40	eV

```
! RIJCOSX wB97M-V def2-TZVPD def2/J DEFGRID3
* xyz 0 1
C -1.1762 0.1740 -1.6579
C -0.1153 0.7129 -0.8966
C 0.2417 1.8127 -1.5958
C 0.5443 0.2010 0.3839
N -1.3682 0.9204 -2.6917
O -0.5322 1.9638 -2.6260
F 1.2196 2.7200 -1.2983
H -1.4631 -0.8414 -1.5228
H -0.1568 -0.4712 0.9357
H 1.2954 -0.6457 0.0284
H 1.0385 1.0850 0.7623
*
```

---

Most stable one: <1>, least stable one: <2>.

---

<1>
Below is a cluster of 5 separate species, CH10O3S in total, with properties calculated with wB97M-V/def2-TZVPD.

Calculated values
HOMO level	-9.984	eV
gap between HOMO and LUMO	5.36	eV

```
! RIJCOSX wB97M-V def2-TZVPD def2/J DEFGRID3
* xyz 0 1
C -2.2826 0.9152 -0.8500
S -1.5760 -0.7746 -0.9770
H -3.3055 0.9553 -1.3155
H -2.5619 1.1689 0.1576
H -1.5776 1.5228 -1.3785
H 0.3355 1.0113 0.4440
H 2.4693 1.5368 0.4207
H 2.5406 0.1812 0.0757
O 3.1215 0.8252 0.5412
H 0.3488 -0.4056 2.4696
H 0.1150 0.9593 1.9108
O 0.2959 0.5124 2.7668
H 0.5795 -0.4802 -0.6861
H 0.9540 -1.8169 -1.0991
O 1.4081 -1.0079 -0.8229
*
```

---

<2>
Below is a cluster of 4 separate species, CH10O3S in total, with properties calculated with wB97M-V/def2-TZVPD.

Calculated values
SMILES	CS.O.O.O
HOMO level	-9.269	eV
gap between HOMO and LUMO	9.78	eV

```
! RIJCOSX wB97M-V def2-TZVPD def2/J DEFGRID3
* xyz 0 1
C 1.2022 -2.6780 0.3778
S 0.6366 -0.9531 -0.2154
H 1.3037 -2.5383 1.4459
H 2.1345 -2.9451 -0.0972
H 0.3580 -3.3128 0.1416
H 1.7367 -0.5102 0.4196
H 1.1990 2.5616 2.6796
H 1.3546 1.2706 1.9665
O 1.8870 1.9505 2.4015
H -2.2020 1.3232 0.7740
H -1.9197 2.3967 -0.1868
O -1.5598 2.0336 0.6002
H -1.6797 0.9716 -2.9999
H -2.0370 -0.0145 -4.0144
O -2.4143 0.4442 -3.2930
*
```

---

<3>
Below is a cluster of 4 separate species, CH10O3S in total, with properties calculated with wB97M-V/def2-TZVPD.

Calculated values
SMILES	CS.O.O.O
HOMO level	-9.057	eV
gap between HOMO and LUMO	9.68	eV

```
! RIJCOSX wB97M-V def2-TZVPD def2/J DEFGRID3
* xyz 0 1
C -2.5575 -1.3197 0.2099
S -1.8145 0.1716 -0.5258
H -2.9396 -1.0767 1.1942
H -1.8410 -2.1221 0.2844
H -3.3717 -1.5930 -0.4555
H -1.3979 0.7478 0.6043
H 3.0769 -0.8472 1.1237
H 1.8162 -0.0355 1.1802
O 2.1190 -0.9612 1.0867
H 0.3899 2.7997 0.3280
H 1.2318 1.6353 -0.2188
O 1.1520 2.2450 0.5441
H 0.9048 0.1236 -2.3817
H 1.8139 -0.2886 -1.3063
O 1.4177 0.5209 -1.6673
*
```

---

<4>
Below is a cluster of 4 separate species, CH10O3S in total, with properties calculated with wB97M-V/def2-TZVPD.

Calculated values
SMILES	CS.O.O.O
HOMO level	-8.923	eV
gap between HOMO and LUMO	9.51	eV

```
! RIJCOSX wB97M-V def2-TZVPD def2/J DEFGRID3
* xyz 0 1
C 0.2981 -1.2071 1.0725
S 0.8177 0.1152 2.5986
H -0.0071 -0.5795 0.1787
H -0.6185 -1.7092 1.3557
H 1.2104 -1.7748 1.0521
H 1.9451 -0.4529 2.9021
H -0.0643 -2.4831 -1.7195
H -0.9083 -3.7637 -1.7273
O -0.8507 -2.8458 -2.0332
H 0.5252 0.7614 -2.4964
H 0.3571 1.7219 -1.3170
O 0.7278 0.8739 -1.5252
H -1.8709 3.8981 0.8087
H -0.3880 3.8977 0.6780
O -1.1733 3.5480 0.1722
*
```

---

Most stable one: <3>, least stable one: <1>.

---

<1>
Below is a cluster of 2 separate species, C5H15N2 in total, with properties calculated with wB97M-V/def2-TZVPD.

Calculated values
HOMO level	-12.516	eV
gap between HOMO and LUMO	9.14	eV

```
! RIJCOSX wB97M-V def2-TZVPD def2/J DEFGRID3
* xyz 1 1
C -0.5093 0.0770 -2.9163
C -0.2333 -1.1873 -2.5631
N -0.8511 -2.0516 -1.6716
H -1.4446 0.5831 -2.6994
H 0.1837 0.5561 -3.5902
H 0.6777 -1.6300 -2.9546
H -1.6593 -1.7038 -1.1869
H -0.2454 -2.5906 -1.0805
C 0.1159 1.2860 1.0296
C 0.3373 -0.0017 1.7940
C 1.6305 -0.0141 2.6046
N -0.9624 1.0850 -0.0075
H -0.1557 2.1153 1.6802
H 0.9937 1.5797 0.4536
H 0.3118 -0.8211 1.0651
H -0.4983 -0.2133 2.4681
H 2.4828 -0.1677 1.9378
H 1.7735 0.9086 3.1628
H 1.6727 -0.8640 3.2823
H -0.6248 0.4576 -0.7664
H -1.7680 0.6462 0.4390
H -1.2273 1.9508 -0.4807
*
```

---

<2>
Below is the ion C5H15N2 with charge +1, with properties calculated with wB97M-V/def2-TZVPD.

Calculated values
SMILES	C[C@H]([NH3+])CCCN
HOMO level	-12.830	eV
gap between HOMO and LUMO	9.40	eV

```
! RIJCOSX wB97M-V def2-TZVPD def2/J DEFGRID3
* xyz 1 1
C 0.5768 -2.3988 0.1175
C 0.1016 -0.9800 -0.1265
C 1.1174 0.1282 -0.0583
C 0.5644 1.5509 -0.2295
C -0.7871 1.8356 0.4258
N -0.8739 1.2826 1.7803
N -0.6068 -0.9162 -1.4703
H 0.6174 -2.6352 1.1653
H 1.5899 -2.5781 -0.2486
H -0.0182 -3.1349 -0.4099
H -0.6810 -0.8611 0.6293
H 1.8687 -0.1359 -0.8085
H 1.6889 0.1061 0.8716
H 0.5023 1.8654 -1.2708
H 1.2956 2.2214 0.2123
H -1.0013 2.9133 0.4246
H -1.6071 1.4402 -0.1954
H -0.1880 1.7629 2.3414
H -1.8018 1.2373 2.1639
H 0.0614 -1.1399 -2.2065
H -1.0250 0.0030 -1.6267
H -1.3942 -1.5668 -1.4809
*
```

---

<3>
Below is a cluster of 2 separate species, C5H15N2 in total, with properties calculated with wB97M-V/def2-TZVPD.

Calculated values
HOMO level	-12.768	eV
gap between HOMO and LUMO	5.37	eV

```
! RIJCOSX wB97M-V def2-TZVPD def2/J DEFGRID3
* xyz 1 1
C 1.0801 0.2876 0.6530
C 0.6685 0.8755 -0.6912
C -0.0061 -0.0634 -1.6011
C -1.6263 0.0028 -1.7091
C -1.9256 1.4885 -1.9298
N 0.0300 -1.4946 3.5509
N 2.2538 -0.6152 0.4567
H 1.2378 0.9852 1.4243
H 0.3394 -0.3051 1.1553
H 0.5187 -2.3578 3.1853
H 1.3837 1.5600 -1.0006
H 0.1008 -1.0556 -1.2314
H 0.4208 0.0660 -2.5920
H -2.0516 -0.8477 -2.3178
H -1.8404 -0.2332 -0.7197
H -2.9005 1.6621 -1.5507
H -1.0253 1.7322 -1.2223
H -0.9721 -1.6595 3.8128
H -1.7962 1.9247 -2.9143
H 0.5569 -0.9419 4.2898
H 2.7430 -0.1006 -0.2674
H 2.8106 -0.9099 1.2193
*
```

---

Most stable one: <2>, least stable one: <3>.

---

<1>
Below is the ion C5H15N2 with charge +1, with properties calculated with wB97M-V/def2-TZVPD.

Calculated values
SMILES	CCNC[C@H](C)[NH3+]
HOMO level	-13.614	eV
gap between HOMO and LUMO	10.40	eV

```
! RIJCOSX wB97M-V def2-TZVPD def2/J DEFGRID3
* xyz 1 1
N 0.1401 -1.5662 -0.1226
C 0.7999 -0.5805 -0.9801
C 0.6168 -0.6853 -2.5227
C 0.5775 0.8839 -0.5289
N 0.6991 0.8365 0.9501
C -0.5176 1.3141 1.6878
C -1.6093 0.2050 1.7995
H 0.5806 -2.4885 -0.2166
H 0.3217 -1.2389 0.8705
H -0.8513 -1.7866 -0.2098
H 1.8703 -0.7228 -0.8238
H 1.5164 -0.9954 -3.0473
H 0.2711 0.2547 -2.9775
H -0.0859 -1.4428 -2.8329
H 1.4393 1.4713 -0.8720
H -0.4236 1.3258 -0.8656
H 1.4370 1.4729 1.2481
H -0.1702 1.7321 2.6382
H -1.0573 2.1050 1.1768
H -1.2339 -0.5800 2.4571
H -1.8786 -0.1712 0.8404
H -2.4420 0.6568 2.3314
*
```

---

<2>
Below is the ion C5H15N2 with charge +1, with properties calculated with wB97M-V/def2-TZVPD.

Calculated values
SMILES	CC[NH2+]CCNC
HOMO level	-13.630	eV
gap between HOMO and LUMO	10.88	eV

```
! RIJCOSX wB97M-V def2-TZVPD def2/J DEFGRID3
* xyz 1 1
C -0.3558 0.8188 -1.3337
N 0.6971 -0.0924 -1.7846
C 1.9122 0.5510 -2.2571
C -0.2403 1.0445 0.1957
N 0.1934 -0.2818 0.8114
C -0.9445 -1.1794 1.2158
C -1.2885 -0.9433 2.6797
H -1.3396 0.4103 -1.5491
H -0.1796 1.7878 -1.7899
H 0.3711 -0.7776 -2.4465
H 2.2108 1.3832 -1.6334
H 1.7564 1.0664 -3.2106
H 2.7020 -0.1671 -2.2742
H -1.1756 1.3162 0.6470
H 0.6332 1.6591 0.3593
H 0.8464 -0.1954 1.5851
H 0.6983 -0.6868 -0.0341
H -0.5929 -2.2048 1.0993
H -1.7765 -1.0014 0.5474
H -2.2748 -1.3119 2.9188
H -0.5147 -1.3215 3.3484
H -1.3380 0.1258 2.9052
*
```

---

<3>
Below is the ion C5H15N2 with charge +1, with properties calculated with wB97M-V/def2-TZVPD.

Calculated values
SMILES	CC(C)NCC[NH3+]
HOMO level	-13.397	eV
gap between HOMO and LUMO	10.10	eV

```
! RIJCOSX wB97M-V def2-TZVPD def2/J DEFGRID3
* xyz 1 1
N 0.9323 -1.4482 -1.7236
C -0.1561 -0.5240 -2.1744
C -0.0957 0.7519 -1.2804
N 0.6673 0.5182 -0.0802
C 0.5467 0.8453 2.3574
C 0.0236 0.0642 1.1735
C -1.4970 0.0518 1.2180
H 1.6984 -1.6195 -2.3710
H 1.2147 -1.0159 -0.8049
H 0.4838 -2.3421 -1.5494
H -1.1079 -1.0345 -2.0343
H -0.1016 -0.3308 -3.2509
H -1.1241 1.0048 -1.0454
H 0.2383 1.6024 -1.8788
H 1.4898 1.0972 0.0045
H 0.4148 0.3217 3.3121
H 0.0410 1.8094 2.4543
H 1.6274 1.0375 2.3920
H 0.3781 -0.9659 1.3624
H -2.0082 -0.1776 0.2948
H -1.7924 -0.6490 2.0052
H -1.8732 1.0033 1.6194
*
```

---

Most stable one: <2>, least stable one: <1>.

---

<1>
Below is the molecule C2H7ISi, with properties calculated with wB97M-V/def2-TZVPD.

Calculated values
SMILES	C[SiH](C)I
HOMO level	-9.287	eV
gap between HOMO and LUMO	9.73	eV

```
! RIJCOSX wB97M-V def2-TZVPD def2/J DEFGRID3
* xyz 0 1
C -0.2698 -1.5447 -0.1999
C -0.4174 1.5021 -0.2599
Si 0.4881 0.1907 0.6942
I 2.9243 -0.2506 -0.0076
H 0.3061 -2.4116 0.1511
H -1.2752 -1.7829 0.0045
H 0.0123 -1.2192 -1.1651
H -0.3049 2.6361 0.1805
H -0.3414 1.6079 -1.3119
H -1.5150 1.3989 -0.2269
H 0.3931 -0.1266 2.1411
*
```

---

<2>
Below is the molecule C2H7ISi, with properties calculated with wB97M-V/def2-TZVPD.

Calculated values
SMILES	C[SiH](C)I
HOMO level	-9.498	eV
gap between HOMO and LUMO	10.22	eV

```
! RIJCOSX wB97M-V def2-TZVPD def2/J DEFGRID3
* xyz 0 1
C -0.5489 -0.0499 -1.6224
C -0.2456 0.2897 1.5988
Si 0.5973 -0.4377 0.0701
I 2.8068 0.6699 -0.2276
H -0.2550 0.9080 -2.0389
H -0.3858 -0.8232 -2.3594
H -1.5929 -0.0147 -1.3474
H 0.0805 -0.2143 2.5057
H -0.0202 1.3475 1.7104
H -1.3255 0.1868 1.5328
H 0.8894 -1.8620 0.1780
*
```

---

Most stable one: <2>, least stable one: <1>.

---

<1>
Below is the molecule C5H7P, with properties calculated with wB97M-V/def2-TZVPD.

Calculated values
HOMO level (spin up / spin down)	-7.779 / -7.772	eV
gap between HOMO and LUMO (spin up / spin down)	7.07 / 7.05	eV

```
! RIJCOSX wB97M-V def2-TZVPD def2/J DEFGRID3
* xyz 0 1
C 1.6520 0.7416 -2.1700
C 1.2426 0.7359 -1.0252
C 0.8298 0.4722 0.3906
C -0.2144 -0.6779 0.5352
C -1.4449 -0.5513 -0.3535
P -1.2539 -1.7338 -1.6974
H 2.0546 1.1184 -3.1111
H 1.6408 0.1474 0.9622
H 0.4242 1.4915 0.7416
H 0.4348 -1.6484 0.2692
H -0.6409 -0.6690 1.5713
H -2.2641 -0.9707 0.3778
H -1.6475 0.5503 -0.6722
*
```

---

<2>
Below is the molecule C5H7P, with properties calculated with wB97M-V/def2-TZVPD.

Calculated values
SMILES	C#P1C=CCC1
HOMO level	-8.482	eV
gap between HOMO and LUMO	8.87	eV

```
! RIJCOSX wB97M-V def2-TZVPD def2/J DEFGRID3
* xyz 0 1
C 1.7111 1.7749 -1.7597
C 0.9727 -1.1461 -0.3978
C -1.0335 -0.1750 0.5304
C -0.1415 1.0627 0.4710
C -0.1931 -1.3753 0.1960
P 1.2142 0.6339 -0.7001
H 1.6618 -1.8914 -0.7512
H 2.4465 1.3903 -2.4627
H -1.5163 -0.2880 1.5028
H -1.8254 -0.1055 -0.2217
H -0.6579 1.9690 0.1615
H 0.3104 1.2546 1.4490
H -0.5690 -2.3615 0.4256
*
```

---

Most stable one: <2>, least stable one: <1>.

---

<1>
Below is a cluster of 2 separate species, C10H20N2Si in total, with properties calculated with wB97M-V/def2-TZVPD.

Calculated values
HOMO level	-8.134	eV
gap between HOMO and LUMO	8.82	eV

```
! RIJCOSX wB97M-V def2-TZVPD def2/J DEFGRID3
* xyz 0 1
C 1.1680 -3.0839 -0.1705
C 2.7222 -2.7920 1.1941
C 1.1452 -1.7748 0.0471
C -2.5673 0.2983 -1.9186
C 0.1165 2.7466 -2.0527
C -1.8378 0.0501 2.0747
C 2.3795 -0.3606 1.7533
C -1.5107 -0.6165 -1.4291
C 0.8503 1.7008 -1.1211
C -0.8679 0.9595 1.3139
N 2.1349 -3.6973 0.5144
N 2.0640 -1.5633 1.1015
Si -0.2864 0.2722 -0.3542
H 0.5486 -3.6450 -0.7362
H 3.3903 -2.8937 2.0699
H -2.9793 0.9089 -0.9754
H -2.1677 1.1481 -2.6132
H -3.3245 -0.1050 -2.5269
H -0.6751 3.3802 -1.3604
H 0.7752 3.5190 -2.4688
H -0.3762 2.2520 -2.8395
H -1.2254 -0.8237 2.2922
H -2.3589 0.6591 2.9068
H -2.7106 -0.2864 1.5946
H 3.4286 -0.2557 1.9196
H 2.0546 0.5361 1.1940
H 1.7477 -0.4459 2.7268
H -1.1432 -1.2834 -2.3141
H -2.0575 -1.2971 -0.7922
H 1.3678 2.1893 -0.2713
H 1.8022 1.3419 -1.6839
H -0.0482 1.1794 1.8743
H -1.5587 1.7830 1.0509
*
```

---

<2>
Below is a structure of composition C10H20N2Si, with properties calculated with wB97M-V/def2-TZVPD.

Calculated values
HOMO level	-8.080	eV
gap between HOMO and LUMO	8.66	eV

```
! RIJCOSX wB97M-V def2-TZVPD def2/J DEFGRID3
* xyz 0 1
C 2.2334 -0.6309 -1.6021
C 3.9235 -0.7687 -0.2662
C 1.7358 -0.3725 -0.3759
C -1.8126 -1.1794 -1.6472
C -3.2093 0.4631 -0.2834
C -1.3885 1.1130 -1.9495
C 2.8770 -0.1006 1.8757
C -0.1177 1.8188 1.3910
C -0.8029 -1.1877 1.8223
C -1.7476 0.0959 -0.9161
N 3.5370 -0.8806 -1.5183
N 2.8360 -0.4183 0.4555
Si -0.5231 0.1665 0.5556
H 1.7065 -0.6689 -2.5756
H 4.8308 -0.7246 0.1919
H -1.7427 -2.0111 -1.1005
H -2.7050 -1.2122 -2.2689
H -1.0192 -1.3292 -2.2983
H -3.5663 1.3474 -0.8113
H -3.0954 0.7408 0.6891
H -3.9369 -0.3584 -0.4642
H -1.9595 0.9879 -2.9607
H -1.5627 2.1678 -1.6622
H -0.3703 1.0144 -2.3553
H 2.5820 -0.9612 2.6355
H 3.7818 0.4707 2.2387
H 2.0170 0.5366 1.9869
H -0.0665 1.6375 2.5005
H 0.8569 2.2703 1.0932
H -0.7438 2.6944 1.4681
H -1.4924 -1.9005 1.3820
H 0.0687 -1.8430 1.9393
H -1.1241 -0.9774 2.8303
*
```

---

Most stable one: <2>, least stable one: <1>.

---

<1>
Below is a structure of composition C9H14N2O3S, with properties calculated with wB97M-V/def2-TZVPD.

Calculated values
HOMO level	-8.417	eV
gap between HOMO and LUMO	8.34	eV

```
! RIJCOSX wB97M-V def2-TZVPD def2/J DEFGRID3
* xyz 0 1
C 1.0356 1.8728 -0.1635
C 1.7532 -1.2695 1.6945
C 0.1456 2.9434 -0.8156
C -0.7163 2.7228 0.4303
C -1.4336 -0.1112 -0.0327
C -0.3507 -0.3931 1.0164
C 3.1581 -1.3020 1.1448
C -0.9045 -0.3203 -1.4597
C -2.5656 -1.0292 0.3348
N 0.2839 1.8508 0.9844
N 0.8993 -0.8101 0.7383
O 1.9935 1.1832 -0.5044
O 1.4219 -1.6384 2.7748
O -0.8316 -0.5865 2.1959
S -2.1690 1.6447 -0.0390
H 0.4419 3.9985 -0.7263
H -0.2730 2.6407 -1.7292
H -1.0622 3.5751 1.0912
H 3.0977 -1.8738 0.2065
H 3.4972 -0.3004 0.8406
H 3.8363 -1.5053 2.0125
H -0.1956 0.4456 -1.7015
H -1.5581 -0.4077 -2.3076
H -0.2145 -1.2063 -1.4140
H -3.3704 -0.7277 -0.3324
H -3.0357 -0.8592 1.3465
H -2.2620 -2.0872 0.2897
H 1.4999 -0.3984 -0.0484
H -0.0490 -1.1717 2.6713
*
```

---

<2>
Below is a cluster of 2 separate species, C9H14N2O3S in total, with properties calculated with wB97M-V/def2-TZVPD.

Calculated values
HOMO level	-9.109	eV
gap between HOMO and LUMO	9.18	eV

```
! RIJCOSX wB97M-V def2-TZVPD def2/J DEFGRID3
* xyz 0 1
C 1.4087 1.3200 -1.4825
C 0.4642 0.3754 -1.8008
C 1.2946 1.8979 -0.2393
C -0.6227 0.1190 -0.9561
C 0.2867 1.5857 0.6816
C -0.7447 0.8066 0.2811
C -1.7721 -0.7929 -1.4687
C -1.9331 0.7577 1.1555
C 1.5549 -0.6492 1.4934
N 2.6730 -0.3626 0.9486
N 0.6345 -1.5161 1.1611
O 0.1684 -0.6190 3.6646
O 2.4668 -1.4143 3.6364
O 2.1003 1.0030 3.5048
S 1.5585 -0.3296 3.3603
H 2.3706 1.4926 -2.0546
H 0.6520 -0.1320 -2.7534
H 2.1498 2.5134 0.2221
H -1.7013 -1.3088 -2.3782
H -1.9717 -1.3146 -0.5596
H -2.6154 -0.1364 -1.5566
H -1.7509 1.0329 2.0898
H -2.6410 1.4826 0.7216
H -2.5110 -0.2031 1.2292
H 3.1888 0.2769 1.6594
H 2.9226 -0.7568 -0.0619
H 0.7144 -1.8919 0.2370
H 0.3128 1.7854 1.6948
H -0.1496 -1.6310 1.8092
*
```

---

Most stable one: <2>, least stable one: <1>.